[1]
Computed, not measured: C5H20FN10NiO5 as an isolated structure in a non-equilibrium geometry, with ωB97M-V/def2-TZVPD.

Results
strongest force on any atom	8.26	eV/Å
E_HOMO	-10.589	eV
net charge	+1
Kohn-Sham gap	8.28	eV

Last column: natural (NBO) charge in e.
Cartesian coordinates (Å):
Ni1 0.02 -0.57 -0.65  1.503
F1 0.58 -0.81 -2.59  -0.734
C1 1.51 2.26 -1.29  0.788
O1 0.90 1.29 -0.78  -0.724
N1 1.07 3.49 -1.53  -0.827
N2 2.75 2.25 -1.48  -0.783
H1 1.67 4.11 -2.07  0.394
H2 0.15 3.74 -1.19  0.397
H3 3.00 3.19 -1.74  0.378
H4 3.36 1.44 -1.49  0.426
C2 -0.62 -3.42 0.33  0.786
O2 -0.84 -2.37 -0.25  -0.731
N3 -0.41 -3.57 1.66  -0.841
N4 -0.72 -4.47 -0.36  -0.790
H5 -0.35 -2.79 2.30  0.412
H6 -0.42 -4.51 2.03  0.398
H7 -1.04 -4.35 -1.31  0.434
H8 -0.14 -5.23 -0.04  0.390
C3 2.61 -1.20 0.74  0.773
O3 1.93 -1.21 -0.28  -0.721
N5 2.64 -2.09 1.67  -0.801
N6 3.28 -0.11 1.05  -0.816
H9 3.37 -2.00 2.36  0.390
H10 2.34 -3.03 1.42  0.408
H11 3.20 0.70 0.46  0.405
H12 3.90 0.03 1.83  0.390
C4 -2.41 1.22 -2.05  0.773
O4 -1.71 0.73 -1.13  -0.753
N7 -3.17 0.61 -2.80  -0.766
N8 -2.44 2.53 -2.23  -0.816
H13 -3.19 -0.39 -2.70  0.423
H14 -3.77 1.10 -3.45  0.399
H15 -1.77 3.11 -1.75  0.387
H16 -2.89 2.89 -3.05  0.382
C5 -1.28 0.64 2.16  0.792
O5 -0.63 0.07 1.30  -0.722
N9 -1.81 1.87 2.06  -0.822
N10 -1.46 0.22 3.33  -0.777
H17 -1.46 2.45 1.30  0.414
H18 -2.35 2.23 2.83  0.388
H19 -1.29 -0.77 3.42  0.396
H20 -2.10 0.72 3.94  0.396

=====

[2]
Computed, not measured: C5H20FN2O12V as an isolated structure in a non-equilibrium geometry, with ωB97M-V/def2-TZVPD.

Results
strongest force on any atom	4.96	eV/Å
E_HOMO (spin up / spin down)	-5.209 / -5.234	eV
net charge	-1
ΔE to the lowest compared entry with this formula, charge and spin	0.000	eV
expectation value of S²	0.7686
Kohn-Sham gap (spin up / spin down)	7.54 / 7.57	eV
2S+1	2

Last column: natural (NBO) charge in e.
Cartesian coordinates (Å):
O1 9.08 -10.91 28.40  -0.486
V1 9.56 -11.36 26.99  1.537
N1 12.88 -11.31 27.75  0.733
O2 11.70 -10.92 27.43  -0.588
O3 13.78 -10.47 27.81  -0.500
O4 13.09 -12.52 27.89  -0.451
N2 11.42 -12.21 24.32  0.738
O5 10.42 -11.88 25.02  -0.618
O6 11.95 -11.36 23.58  -0.507
O7 11.86 -13.36 24.38  -0.449
F1 10.00 -13.28 27.66  -0.690
C1 9.20 -9.05 24.80  -0.243
O8 9.53 -9.40 26.14  -0.737
H1 8.63 -9.85 24.34  0.186
H2 8.64 -8.11 24.81  0.168
H3 10.10 -8.97 24.18  0.204
H4 9.82 -8.57 26.57  0.530
C2 6.97 -13.06 26.69  -0.248
O9 7.80 -12.11 26.03  -0.693
H5 5.92 -12.89 26.43  0.157
H6 7.18 -14.08 26.35  0.190
H7 7.14 -13.05 27.76  0.225
H8 7.76 -12.32 25.09  0.509
C3 10.56 -8.74 31.95  -0.245
O10 9.79 -9.34 30.92  -0.732
H9 10.22 -7.72 32.13  0.169
H10 10.41 -9.33 32.85  0.156
H11 11.63 -8.75 31.71  0.168
H12 9.93 -10.29 30.89  0.487
C4 10.71 -7.37 28.27  -0.273
O11 10.31 -6.92 26.99  -0.758
H13 11.77 -7.21 28.46  0.184
H14 10.18 -6.90 29.10  0.166
H15 10.56 -8.45 28.39  0.220
H16 10.98 -6.40 26.55  0.489
C5 6.48 -8.23 27.60  -0.244
O12 6.67 -9.63 27.57  -0.705
H17 7.45 -7.76 27.49  0.191
H18 5.78 -7.83 26.85  0.148
H19 6.06 -7.94 28.58  0.157
H20 5.84 -10.05 27.83  0.457

=====

[3]
Computed, not measured: C5H20N11NiO8 as an isolated structure in a non-equilibrium geometry, with ωB97M-V/def2-TZVPD.

Results
strongest force on any atom	2.39	eV/Å
E_HOMO (spin up / spin down)	-10.839 / -10.824	eV
net charge	+1
ΔE to the lowest compared entry with this formula, charge and spin	0.000	eV
expectation value of S²	2.0027
Kohn-Sham gap (spin up / spin down)	8.56 / 8.55	eV
2S+1	3

Last column: natural (NBO) charge in e.
Cartesian coordinates (Å):
Ni1 0.33 -0.38 0.18  1.658
N1 3.42 -1.31 0.92  0.736
O1 4.18 -1.98 0.23  -0.442
O2 3.81 -0.74 1.95  -0.515
O3 2.22 -1.18 0.56  -0.654
C1 0.47 -0.04 3.26  0.808
O4 0.05 -0.55 2.20  -0.795
N2 1.76 -0.12 3.64  -0.816
N3 -0.34 0.77 3.98  -0.826
H1 2.48 -0.43 2.97  0.452
H2 2.00 0.25 4.54  0.383
H3 -0.05 1.11 4.88  0.397
H4 -1.19 1.11 3.57  0.404
C2 -1.73 -2.64 -0.81  0.783
O5 -0.82 -2.00 -0.25  -0.762
N4 -2.06 -3.87 -0.36  -0.812
N5 -2.37 -2.16 -1.86  -0.820
H5 -2.94 -4.28 -0.62  0.403
H6 -1.49 -4.19 0.40  0.432
H7 -3.08 -2.64 -2.39  0.410
H8 -2.08 -1.23 -2.15  0.423
C3 0.42 -0.23 -3.21  0.791
O6 0.74 -0.27 -2.01  -0.734
N6 0.90 -1.12 -4.10  -0.815
N7 -0.52 0.63 -3.66  -0.842
H9 0.79 -0.99 -5.08  0.397
H10 1.59 -1.79 -3.79  0.428
H11 -0.79 0.70 -4.62  0.402
H12 -0.86 1.31 -2.99  0.417
C4 1.91 2.31 -0.57  0.820
O7 1.25 1.43 -0.03  -0.739
N8 1.36 3.55 -0.81  -0.837
N9 3.26 2.26 -0.81  -0.812
H13 0.48 3.75 -0.39  0.403
H14 1.93 4.35 -1.02  0.393
H15 3.78 1.41 -0.69  0.435
H16 3.62 3.08 -1.24  0.393
C5 -2.46 0.77 0.87  0.817
O8 -1.45 0.68 0.16  -0.744
N10 -2.75 1.86 1.62  -0.829
N11 -3.24 -0.32 1.17  -0.830
H17 -3.60 1.92 2.13  0.406
H18 -2.17 2.68 1.60  0.415
H19 -3.12 -1.09 0.54  0.410
H20 -3.66 -0.39 2.08  0.409

=====

[4]
Computed, not measured: a 4-piece molecular cluster, C5H20N3O3 overall in a non-equilibrium geometry, with ωB97M-V/def2-TZVPD.

Results
strongest force on any atom	6.65	eV/Å
E_HOMO (spin up / spin down)	-1.889 / -6.396	eV
ΔE to the lowest compared entry with this formula, charge and spin	2.499	eV
expectation value of S²	0.7541
Kohn-Sham gap (spin up / spin down)	1.80 / 6.20	eV
2S+1	2

Last column: natural (NBO) charge in e.
Cartesian coordinates (Å):
C1 3.18 0.83 1.09  -0.656
C2 2.05 1.01 0.02  -0.019
C3 1.16 2.18 0.23  -0.463
C4 -0.06 2.35 -0.81  -0.216
N1 -2.76 0.26 -1.98  -0.840
C5 -1.69 1.10 -1.89  0.022
N2 -0.76 1.06 -0.88  -0.808
N3 1.15 -0.36 0.03  -0.719
H1 3.83 1.73 1.41  0.234
H2 2.70 0.67 1.99  0.227
H3 4.07 0.21 0.73  0.226
H4 2.44 0.99 -1.11  0.214
H5 1.82 3.18 0.16  0.219
H6 0.60 2.25 1.22  0.222
H7 -0.78 3.20 -0.62  0.166
H8 0.46 2.74 -1.71  0.124
H9 -2.76 -0.51 -1.48  0.364
H10 -3.30 0.13 -2.87  0.372
H11 -1.49 1.88 -2.61  0.121
H12 1.31 -0.84 -0.81  0.408
H13 1.20 -1.04 0.81  0.428
H14 0.25 -0.16 -0.04  0.463
H15 -3.38 -1.17 1.26  0.451
H16 -3.18 -2.43 1.15  0.440
O1 -2.61 -1.63 0.90  -0.970
H17 0.23 -1.81 3.05  0.490
H18 1.27 -2.62 2.35  0.471
O2 0.93 -1.67 2.41  -0.955
H19 0.26 -3.91 -0.08  0.454
H20 -0.93 -3.09 0.51  0.480
O3 -0.33 -3.08 -0.23  -0.950

=====

[5]
Computed, not measured: a 5-piece molecular cluster, C5H20NO4 overall in a non-equilibrium geometry, with ωB97M-V/def2-TZVPD.

Results
strongest force on any atom	2.38	eV/Å
E_HOMO	-13.469	eV
net charge	+1
ΔE to the lowest compared entry with this formula, charge and spin	0.832	eV
Kohn-Sham gap	10.89	eV

Last column: natural (NBO) charge in e.
Cartesian coordinates (Å):
C1 1.86 2.62 0.03  -0.617
C2 2.15 1.81 -1.25  -0.398
C3 1.66 0.35 -1.55  -0.450
C4 0.34 -0.04 -0.97  0.157
C5 -0.69 -0.36 -1.73  -0.375
N1 0.35 -0.40 0.47  -0.714
H1 2.64 2.42 0.76  0.213
H2 1.79 3.66 -0.26  0.236
H3 0.97 2.28 0.58  0.187
H4 1.68 2.36 -2.06  0.205
H5 3.21 1.82 -1.47  0.220
H6 2.46 -0.31 -1.20  0.207
H7 1.55 0.30 -2.63  0.248
H8 -1.72 -0.48 -1.38  0.226
H9 -0.73 -0.01 -2.76  0.225
H10 1.32 -0.70 0.59  0.432
H11 0.09 0.43 1.02  0.470
H12 -0.29 -1.16 0.67  0.490
H13 -2.34 -3.65 -1.13  0.490
H14 -3.63 -3.16 -0.43  0.502
O1 -2.67 -3.08 -0.42  -0.966
H15 -0.88 -1.56 3.27  0.491
H16 -1.13 -0.15 3.63  0.484
O2 -0.88 -0.69 2.86  -0.969
H17 -1.28 -3.25 0.66  0.511
H18 -0.01 -3.79 1.38  0.494
O3 -0.46 -2.98 1.12  -1.006
H19 -2.46 2.25 0.94  0.484
H20 -1.35 3.22 0.64  0.484
O4 -1.54 2.27 0.63  -0.962

=====

[6]
Computed, not measured: a 5-piece molecular cluster, C5H20NO5 overall in a non-equilibrium geometry, with ωB97M-V/def2-TZVPD.

Results
strongest force on any atom	3.49	eV/Å
E_HOMO	-13.315	eV
net charge	+1
ΔE to the lowest compared entry with this formula, charge and spin	2.114	eV
Kohn-Sham gap	10.48	eV

Last column: natural (NBO) charge in e.
Cartesian coordinates (Å):
O1 -0.41 -0.88 2.21  -0.563
C1 -0.29 0.04 1.45  0.464
C2 0.97 0.45 0.70  -0.141
C3 0.83 1.30 -0.62  -0.422
C4 -0.01 2.52 -0.14  -0.433
C5 0.71 3.63 0.59  -0.623
N1 1.61 -0.94 0.35  -0.713
H1 -1.09 0.79 1.18  0.130
H2 1.72 0.83 1.42  0.246
H3 0.54 0.57 -1.40  0.232
H4 1.78 1.69 -0.94  0.232
H5 -0.37 2.95 -1.09  0.224
H6 -1.04 2.36 0.27  0.208
H7 1.56 3.98 -0.09  0.218
H8 1.16 3.38 1.58  0.213
H9 0.04 4.50 0.77  0.243
H10 2.48 -0.76 -0.16  0.429
H11 1.82 -1.47 1.20  0.451
H12 1.02 -1.52 -0.26  0.496
H13 2.01 -2.94 -2.25  0.496
H14 1.45 -1.72 -3.12  0.499
O2 1.70 -2.04 -2.25  -0.984
H15 -2.04 -1.45 0.06  0.514
H16 -1.81 0.07 -0.63  0.513
O3 -1.47 -0.74 -0.25  -0.975
H17 -0.39 -2.78 0.81  0.498
H18 0.44 -3.93 0.17  0.500
O4 0.49 -3.01 0.50  -0.969
H19 -3.75 0.32 -2.09  0.485
H20 -3.12 1.50 -1.29  0.467
O5 -3.71 0.72 -1.22  -0.937